[1]
A structure of composition IMn at a distorted geometry, computed with ωB97M-V/def2-TZVPD.

Properties
LUMO energy (spin up / spin down), eV: -7.9 / -7.9
M, g/mol: 181.8
Electronic energy, hartree: -1448.3645
E_HOMO (spin up / spin down), eV: -14.088 / -14.112
Frontier orbital gap (spin up / spin down), eV: 6.1 / 6.3
Energy relative to the best compared isomer or geometry (same formula, charge and spin), kcal/mol: 13.4
2S+1: 6
Net charge: +1

```
2
IMn (ωB97M-V/def2-TZVPD)
Mn 0.48 1.02 -0.87
I -0.48 -1.02 0.87
```

[2]
The molecule C3H4FNO at a distorted geometry, computed with ωB97M-V/def2-TZVPD.

Properties
LUMO energy, eV: 0.7
M, g/mol: 89.1
Electronic energy, hartree: -346.5413
SMILES: O=CN/C=C\F
E_HOMO, eV: -9.447
Frontier orbital gap, eV: 10.1
Energy relative to the best compared isomer or geometry (same formula, charge and spin), kcal/mol: 17.2
2S+1: 1
Net charge: 0

```
10
C3H4FNO (ωB97M-V/def2-TZVPD)
C -1.53 0.23 -0.15
C -0.56 1.14 -0.18
C 1.59 -0.09 0.06
H -2.55 0.49 -0.41
H -0.74 2.12 -0.57
H 1.18 1.74 0.73
H 2.65 0.06 0.41
N 0.80 0.98 0.19
O 1.18 -1.19 -0.34
F -1.40 -1.05 0.31
```

[3]
The molecule C22H33FINO4 at a distorted geometry, computed with ωB97M-V/def2-TZVPD.

Properties
LUMO energy, eV: -1.5
M, g/mol: 521.4
Electronic energy, hartree: -1611.3080
SMILES: COCCCCCCCCC1=C(I)C(=O)C(CCCCN(C)C(C)=O)=C(F)C1=O
E_HOMO, eV: -9.398
Frontier orbital gap, eV: 7.9
2S+1: 1
Net charge: 0

```
62
C22H33FINO4 (ωB97M-V/def2-TZVPD)
C 4.31 -2.28 3.51
O 4.50 -0.90 3.56
C 4.52 -0.32 2.26
C 4.70 1.16 2.44
C 4.39 2.03 1.21
C 5.19 1.74 -0.07
C 4.37 1.94 -1.36
C 3.36 0.78 -1.59
C 2.75 0.91 -3.00
C 2.04 -0.37 -3.51
C 0.98 -0.80 -2.56
C 1.06 -1.84 -1.75
I 2.69 -3.16 -1.76
C -0.05 -2.19 -0.80
O 0.05 -3.18 -0.10
C -1.26 -1.35 -0.76
C -2.36 -1.69 0.20
C -2.53 -0.63 1.31
C -4.01 -0.44 1.71
C -4.56 0.78 0.98
N -6.01 0.70 0.68
C -6.31 1.86 -0.20
C -6.32 -0.44 -0.10
C -7.78 -0.85 -0.07
O -5.52 -1.05 -0.77
C -1.33 -0.33 -1.58
F -2.38 0.46 -1.65
C -0.24 0.06 -2.51
O -0.34 1.06 -3.18
H 4.56 -2.74 4.46
H 4.91 -2.76 2.74
H 3.26 -2.54 3.31
H 5.36 -0.76 1.72
H 3.57 -0.53 1.75
H 5.69 1.42 2.79
H 3.99 1.45 3.21
H 3.32 2.00 1.04
H 4.60 3.05 1.52
H 5.52 0.70 -0.06
H 6.09 2.35 -0.13
H 5.02 2.03 -2.22
H 3.74 2.82 -1.21
H 3.91 -0.16 -1.51
H 2.61 0.87 -0.82
H 3.50 1.20 -3.72
H 2.00 1.69 -2.90
H 2.73 -1.17 -3.70
H 1.52 -0.12 -4.44
H -2.13 -2.66 0.62
H -3.26 -1.81 -0.39
H -2.09 0.29 0.96
H -1.95 -0.96 2.16
H -4.00 -0.27 2.78
H -4.52 -1.36 1.46
H -4.44 1.63 1.65
H -4.02 1.02 0.07
H -5.81 2.75 0.15
H -7.37 2.00 -0.36
H -5.87 1.65 -1.19
H -8.07 -1.04 -1.10
H -7.93 -1.70 0.57
H -8.36 0.01 0.25
```

[4]
A cluster of 12 separate species, C64H58Cl4N10O20 in total at a distorted geometry, computed with ωB97M-V/def2-TZVPD.

Properties
LUMO energy, eV: -0.9
M, g/mol: 1429.0
Electronic energy, hartree: -6365.7959
SMILES: O=[N+]([O-])c1ccccc1.O=[N+]([O-])c1ccccc1.O=[N+]([O-])c1ccccc1.O=[N+]([O-])c1ccccc1.O=[N+]([O-])c1ccccc1.O=[N+]([O-])c1ccccc1.O=[N+]([O-])c1ccccc1.O=[N+]([O-])c1ccccc1.O=[N+]([O-])c1ccccc1.O=[N+]([O-])c1ccccc1.ClCCCl.ClCCCl
E_HOMO, eV: -9.799
Frontier orbital gap, eV: 8.9
Energy relative to the best compared isomer or geometry (same formula, charge and spin), kcal/mol: 28.1
2S+1: 1
Net charge: 0

```
156
C64H58Cl4N10O20 (ωB97M-V/def2-TZVPD)
Cl 2.48 -7.78 -3.41
C 1.78 -6.45 -4.38
C 1.82 -5.16 -3.58
Cl 0.38 -4.97 -2.54
H 0.73 -6.64 -4.57
H 2.32 -6.35 -5.31
H 1.73 -4.35 -4.29
H 2.67 -4.95 -2.94
Cl 3.51 -2.30 -4.67
C 2.82 -1.41 -6.05
C 1.38 -1.05 -5.74
Cl 0.42 -2.54 -5.53
H 2.77 -2.04 -6.94
H 3.45 -0.54 -6.24
H 0.96 -0.42 -6.53
H 1.28 -0.50 -4.82
C -0.59 8.43 -1.66
C 0.02 7.63 -2.61
C 0.52 6.38 -2.31
C 0.35 5.96 -1.00
C 0.00 6.84 0.00
C -0.49 8.08 -0.32
N 0.73 4.59 -0.68
O 0.89 3.84 -1.58
O 0.87 4.29 0.46
H -0.97 9.41 -1.93
H 0.00 8.02 -3.63
H 0.97 5.78 -3.08
H 0.05 6.54 1.04
H -0.77 8.81 0.44
C -1.37 -5.59 0.67
C -1.07 -6.10 1.91
C -0.13 -5.48 2.72
C 0.46 -4.33 2.28
C 0.20 -3.82 1.06
C -0.78 -4.41 0.28
N 1.24 -3.55 3.21
O 1.94 -2.69 2.76
O 1.07 -3.74 4.37
H -2.05 -6.10 0.00
H -1.54 -7.04 2.19
H 0.06 -5.89 3.70
H 0.78 -2.99 0.67
H -0.98 -3.86 -0.63
C 4.20 -6.23 -0.28
C 5.07 -5.88 -1.32
C 5.40 -4.57 -1.52
C 4.77 -3.59 -0.77
C 3.77 -3.89 0.14
C 3.51 -5.23 0.38
N 5.04 -2.20 -1.11
O 5.52 -1.98 -2.20
O 4.71 -1.36 -0.31
H 3.99 -7.27 -0.07
H 5.63 -6.70 -1.76
H 6.20 -4.24 -2.18
H 3.35 -3.07 0.70
H 2.74 -5.52 1.09
C 3.52 1.74 2.33
C 2.96 3.01 2.40
C 3.78 4.13 2.23
C 5.12 3.95 2.01
C 5.68 2.68 1.98
C 4.87 1.56 2.08
N 6.00 5.11 1.87
O 7.14 4.94 1.60
O 5.47 6.20 1.94
H 2.93 0.88 2.61
H 1.90 3.16 2.49
H 3.34 5.11 2.12
H 6.74 2.55 1.81
H 5.27 0.56 2.00
C -5.54 -2.39 2.51
C -4.32 -2.07 3.07
C -3.73 -2.92 3.98
C -4.46 -4.03 4.42
C -5.67 -4.33 3.89
C -6.24 -3.53 2.92
N -3.80 -4.94 5.34
O -2.95 -4.48 6.07
O -4.14 -6.12 5.31
H -6.01 -1.80 1.73
H -3.80 -1.20 2.70
H -2.75 -2.70 4.39
H -6.24 -5.23 4.14
H -7.21 -3.70 2.49
C 1.99 -0.52 -1.79
C 0.80 -1.20 -2.03
C -0.30 -1.03 -1.21
C -0.24 -0.09 -0.18
C 0.88 0.71 -0.04
C 1.96 0.51 -0.86
N -1.37 0.10 0.73
O -2.20 -0.76 0.85
O -1.47 1.15 1.30
H 2.90 -0.73 -2.32
H 0.80 -2.02 -2.75
H -1.16 -1.68 -1.26
H 0.82 1.46 0.74
H 2.90 1.02 -0.68
C -3.76 2.18 3.74
C -4.36 3.36 4.14
C -5.14 3.43 5.29
C -5.17 2.36 6.13
C -4.53 1.17 5.82
C -3.87 1.10 4.62
N -6.01 2.47 7.30
O -6.88 3.32 7.31
O -5.79 1.72 8.21
H -3.23 2.09 2.81
H -4.18 4.23 3.51
H -5.66 4.37 5.40
H -4.57 0.36 6.54
H -3.51 0.17 4.17
C 5.87 2.45 -2.01
C 4.53 2.81 -1.91
C 3.72 2.71 -3.03
C 4.22 2.15 -4.18
C 5.54 1.82 -4.31
C 6.36 1.97 -3.20
N 3.33 1.96 -5.32
O 3.79 1.96 -6.41
O 2.18 1.74 -5.08
H 6.48 2.47 -1.11
H 4.09 3.14 -0.98
H 2.66 2.92 -2.94
H 5.94 1.34 -5.19
H 7.38 1.61 -3.26
C -2.94 -2.96 -4.02
C -3.34 -1.96 -3.14
C -4.39 -2.22 -2.26
C -5.13 -3.37 -2.42
C -4.73 -4.40 -3.25
C -3.62 -4.17 -4.04
N -6.30 -3.57 -1.58
O -7.09 -4.42 -1.90
O -6.46 -2.83 -0.64
H -2.08 -2.83 -4.67
H -2.85 -1.02 -2.94
H -4.75 -1.38 -1.68
H -5.25 -5.34 -3.26
H -3.16 -4.99 -4.57
C -2.04 6.03 3.22
C -1.50 4.95 2.58
C -2.01 4.58 1.33
C -2.84 5.43 0.63
C -3.24 6.60 1.23
C -2.96 6.84 2.56
N -3.06 5.20 -0.78
O -3.52 6.11 -1.43
O -2.73 4.14 -1.24
H -1.74 6.36 4.21
H -0.68 4.31 2.87
H -1.66 3.68 0.85
H -3.95 7.26 0.73
H -3.40 7.69 3.07
```

[5]
A cluster of 12 separate species, C7H34O12 in total at a distorted geometry, computed with ωB97M-V/def2-TZVPD.

Properties
LUMO energy, eV: 0.2
M, g/mol: 310.3
Electronic energy, hartree: -1190.0300
SMILES: C=C(C)CCCC=O.O.O.O.O.O.O.O.O.O.O.O
E_HOMO, eV: -9.518
Frontier orbital gap, eV: 9.8
Energy relative to the best compared isomer or geometry (same formula, charge and spin), kcal/mol: 2.5
2S+1: 1
Net charge: 0

```
53
C7H34O12 (ωB97M-V/def2-TZVPD)
O 1.41 1.97 1.33
C 1.59 0.99 0.61
C 0.52 0.51 -0.33
C 1.07 -0.06 -1.65
C 1.87 -1.36 -1.47
C 1.31 -2.79 -3.42
C 2.17 -1.97 -2.83
C 3.50 -1.62 -3.42
H 2.57 0.48 0.64
H -0.16 1.34 -0.55
H -0.06 -0.26 0.20
H 1.72 0.68 -2.15
H 0.25 -0.21 -2.34
H 1.29 -2.05 -0.85
H 2.80 -1.19 -0.94
H 1.48 -3.26 -4.38
H 0.36 -3.07 -2.97
H 4.33 -2.12 -2.91
H 3.54 -1.94 -4.47
H 3.65 -0.54 -3.35
H -2.07 2.51 -1.82
H -3.55 2.02 -1.98
O -2.67 1.73 -1.70
H 1.39 4.69 0.09
H 0.68 3.42 0.66
O 0.53 4.25 0.18
H -2.45 1.44 1.51
H -2.97 1.25 0.02
O -3.14 1.03 0.96
H -1.42 4.71 -2.16
H -0.45 3.97 -1.24
O -1.03 3.84 -2.04
H -1.08 0.91 2.89
H -0.25 2.02 2.07
O -1.12 1.80 2.46
H 1.18 -1.70 5.23
H 0.38 -1.65 3.87
O 1.11 -2.13 4.36
H -2.31 0.14 -2.36
H -1.49 -0.70 -3.43
O -2.18 -0.76 -2.76
H -2.86 -0.66 1.29
H -2.24 -1.94 0.76
O -2.55 -1.55 1.61
H -1.88 -1.84 -1.47
H -2.46 -3.24 -1.05
O -1.80 -2.58 -0.82
H 2.48 -1.84 3.48
H 3.93 -2.40 3.32
O 3.35 -1.69 3.03
H -1.62 -0.83 4.19
H -1.49 -1.18 2.68
O -0.97 -0.76 3.47
```

[6]
A cluster of 2 separate species, C4H11NO3 in total at a distorted geometry, computed with ωB97M-V/def2-TZVPD.

Properties
LUMO energy, eV: 0.6
M, g/mol: 121.1
Electronic energy, hartree: -439.4950
SMILES: CCC(=O)NCO.O
E_HOMO, eV: -9.957
Frontier orbital gap, eV: 10.5
Energy relative to the best compared isomer or geometry (same formula, charge and spin), kcal/mol: 19.4
2S+1: 1
Net charge: 0

```
19
C4H11NO3 (ωB97M-V/def2-TZVPD)
O 0.85 1.60 0.18
C 0.48 0.46 -0.10
N -0.29 0.27 -1.20
C -0.74 -0.96 -1.84
O -1.70 -1.64 -1.07
C 0.83 -0.71 0.80
C 1.91 -0.39 1.79
H -0.30 1.10 -1.77
H -1.12 -0.64 -2.80
H 0.08 -1.64 -2.00
H -2.34 -0.97 -0.79
H -0.07 -0.95 1.32
H 1.11 -1.53 0.14
H 1.78 0.58 2.26
H 1.95 -1.15 2.58
H 2.93 -0.30 1.39
H -2.19 1.74 0.77
H -1.12 2.70 0.20
O -2.04 2.42 0.12
```

[7]
A cluster of 12 separate species, C13H50N12O12 in total at a distorted geometry, computed with ωB97M-V/def2-TZVPD.

Properties
LUMO energy, eV: -0.9
M, g/mol: 566.6
Electronic energy, hartree: -2085.0867
SMILES: NC(N)=O.NC(N)=O.NC(N)=O.NC(N)=O.NC(N)=O.NC(N)=O.CCO.CO.CO.CO.CO.CO
E_HOMO, eV: -7.469
Frontier orbital gap, eV: 6.6
Energy relative to the best compared isomer or geometry (same formula, charge and spin), kcal/mol: 215.3
2S+1: 1
Net charge: 0

```
87
C13H50N12O12 (ωB97M-V/def2-TZVPD)
C -0.88 2.14 0.89
C -0.23 0.82 0.66
O 1.10 1.20 0.43
H -1.09 2.66 -0.06
H -0.30 2.77 1.53
H -1.89 1.98 1.37
H -0.65 0.24 -0.17
H -0.29 0.15 1.51
H 1.68 1.00 1.20
C 2.06 1.14 -2.86
O 2.08 1.30 -4.22
N 0.97 1.42 -2.17
N 3.04 0.64 -2.22
H 0.16 1.86 -2.70
H 0.86 1.41 -1.16
H 3.88 0.31 -2.71
H 3.02 0.64 -1.19
C -3.99 -0.28 0.03
O -4.25 1.07 0.37
N -3.52 -1.18 0.88
N -4.31 -0.78 -1.12
H -3.17 -0.80 1.81
H -3.81 -2.14 0.94
H -4.69 -0.14 -1.81
H -3.99 -1.63 -1.49
C -1.94 2.66 -3.12
O -2.42 4.00 -2.89
N -2.22 1.63 -2.38
N -1.08 2.34 -4.01
H -2.80 1.75 -1.55
H -1.81 0.66 -2.51
H -0.73 3.16 -4.55
H -0.86 1.45 -4.44
C -0.75 -2.99 -0.48
O 0.19 -2.35 0.30
N -1.92 -2.49 -0.82
N -0.44 -4.18 -0.99
H -2.33 -1.74 -0.18
H -2.69 -3.08 -1.21
H 0.47 -4.60 -0.62
H -1.14 -4.94 -1.24
C 0.28 -2.60 3.86
O -0.34 -1.33 3.96
N 0.13 -3.58 4.67
N 1.13 -2.92 2.94
H -0.55 -3.46 5.41
H 0.53 -4.51 4.54
H 1.27 -2.15 2.26
H 1.40 -3.84 2.54
C -1.31 -0.91 -3.93
O -0.74 -0.17 -4.97
N -2.14 -1.85 -4.22
N -1.09 -0.69 -2.63
H -2.29 -2.04 -5.20
H -2.42 -2.54 -3.53
H -0.22 -0.18 -2.36
H -1.41 -1.42 -1.94
C 5.06 0.68 0.04
O 3.76 0.91 0.40
H 5.57 1.61 -0.08
H 5.06 0.06 -0.90
H 5.64 0.17 0.78
H 3.83 1.39 1.27
C 1.62 1.26 3.59
O 2.30 0.34 2.77
H 1.55 0.85 4.63
H 0.64 1.21 3.19
H 1.99 2.30 3.57
H 3.16 0.27 3.22
C -3.30 0.84 3.96
O -3.04 -0.44 3.37
H -4.36 0.91 4.39
H -3.31 1.60 3.13
H -2.63 1.03 4.81
H -3.11 -1.11 4.06
C 0.96 4.81 -1.21
O 1.21 4.27 -2.49
H -0.08 5.12 -1.10
H 1.63 5.64 -0.96
H 1.18 4.00 -0.49
H 1.31 3.33 -2.46
C 3.85 -2.25 1.00
O 3.09 -3.03 0.12
H 4.68 -1.76 0.40
H 4.37 -2.89 1.73
H 3.21 -1.53 1.37
H 2.58 -2.49 -0.48
```

[8]
The ion C3H5N2 with charge +1 at a distorted geometry, computed with ωB97M-V/def2-TZVPD.

Properties
LUMO energy, eV: -5.5
M, g/mol: 69.1
Electronic energy, hartree: -226.4510
SMILES: N#[N+]C1CC1
E_HOMO, eV: -17.382
Frontier orbital gap, eV: 11.9
Energy relative to the best compared isomer or geometry (same formula, charge and spin), kcal/mol: 88.7
2S+1: 1
Net charge: +1

```
10
C3H5N2 (ωB97M-V/def2-TZVPD)
C -0.63 0.30 0.36
C 0.79 0.09 -0.07
C -0.16 -1.06 -0.03
N 0.30 -2.67 1.98
N 0.12 -1.96 1.19
H -0.90 0.38 1.44
H -1.48 0.75 -0.12
H 1.07 0.24 -1.14
H 1.45 -0.01 0.66
H -0.38 -1.51 -1.02
```

What did the third record say?
The molecule C22H33FINO4 at a distorted geometry, computed with ωB97M-V/def2-TZVPD.

Properties
LUMO energy, eV: -1.5
M, g/mol: 521.4
Electronic energy, hartree: -1611.3080
SMILES: COCCCCCCCCC1=C(I)C(=O)C(CCCCN(C)C(C)=O)=C(F)C1=O
E_HOMO, eV: -9.398
Frontier orbital gap, eV: 7.9
2S+1: 1
Net charge: 0

```
62
C22H33FINO4 (ωB97M-V/def2-TZVPD)
C 4.31 -2.28 3.51
O 4.50 -0.90 3.56
C 4.52 -0.32 2.26
C 4.70 1.16 2.44
C 4.39 2.03 1.21
C 5.19 1.74 -0.07
C 4.37 1.94 -1.36
C 3.36 0.78 -1.59
C 2.75 0.91 -3.00
C 2.04 -0.37 -3.51
C 0.98 -0.80 -2.56
C 1.06 -1.84 -1.75
I 2.69 -3.16 -1.76
C -0.05 -2.19 -0.80
O 0.05 -3.18 -0.10
C -1.26 -1.35 -0.76
C -2.36 -1.69 0.20
C -2.53 -0.63 1.31
C -4.01 -0.44 1.71
C -4.56 0.78 0.98
N -6.01 0.70 0.68
C -6.31 1.86 -0.20
C -6.32 -0.44 -0.10
C -7.78 -0.85 -0.07
O -5.52 -1.05 -0.77
C -1.33 -0.33 -1.58
F -2.38 0.46 -1.65
C -0.24 0.06 -2.51
O -0.34 1.06 -3.18
H 4.56 -2.74 4.46
H 4.91 -2.76 2.74
H 3.26 -2.54 3.31
H 5.36 -0.76 1.72
H 3.57 -0.53 1.75
H 5.69 1.42 2.79
H 3.99 1.45 3.21
H 3.32 2.00 1.04
H 4.60 3.05 1.52
H 5.52 0.70 -0.06
H 6.09 2.35 -0.13
H 5.02 2.03 -2.22
H 3.74 2.82 -1.21
H 3.91 -0.16 -1.51
H 2.61 0.87 -0.82
H 3.50 1.20 -3.72
H 2.00 1.69 -2.90
H 2.73 -1.17 -3.70
H 1.52 -0.12 -4.44
H -2.13 -2.66 0.62
H -3.26 -1.81 -0.39
H -2.09 0.29 0.96
H -1.95 -0.96 2.16
H -4.00 -0.27 2.78
H -4.52 -1.36 1.46
H -4.44 1.63 1.65
H -4.02 1.02 0.07
H -5.81 2.75 0.15
H -7.37 2.00 -0.36
H -5.87 1.65 -1.19
H -8.07 -1.04 -1.10
H -7.93 -1.70 0.57
H -8.36 0.01 0.25
```